Entry 1:
DFT (ωB97M-V/def2-TZVPD) results for an isolated molecule of H2N2O2S in a non-equilibrium geometry.

XYZ file:
```
7
Properties=species:S:1:pos:R:3:forces:R:3:mulliken_charge:R:1
N -0.488821 -0.745531 0.023591 0.14 0.23 0.01 1.026
H 2.390742 0.536371 0.084842 1.76 3.33 0.42 0.145
S 1.919298 -0.579766 -0.141375 -0.28 -3.81 -0.30 -0.004
O -0.344384 -1.939943 0.141831 -0.83 -1.45 0.29 -0.652
N 0.411730 0.077452 -0.131044 -0.38 2.10 0.02 -0.438
H -2.250036 0.054869 0.640480 1.39 -0.76 -0.48 0.363
O -1.728964 -0.185463 -0.173457 -1.80 0.35 0.04 -0.440
```
Forces are in eV/Å.

## Properties
E_tot in eV: -17938.0369
F_max in eV/Å: 3.83
Charge: 0
HOMO-LUMO gap in eV: 9.721
Energy above the lowest of the compared OMol25 structures with the same formula, charge and spin in kJ/mol: 244.7

Entry 2:
DFT (ωB97M-V/def2-TZVPD) results for an isolated molecule of C4H10ClP in a non-equilibrium geometry.

XYZ file:
```
16
Properties=species:S:1:pos:R:3:forces:R:3:mulliken_charge:R:1
C -0.503321 -1.210739 0.916048 1.68 -0.39 -1.74 -0.127
C -0.998308 -0.062581 1.760766 -0.13 -0.24 -0.16 -1.094
H -1.652250 0.200701 -1.278527 -0.02 0.04 0.06 0.295
C 1.411527 1.013154 -0.243561 -0.16 -0.47 0.21 -1.090
H 0.737513 1.637648 0.346629 0.06 0.03 -0.05 0.331
H -1.604424 0.606129 1.148962 -0.09 0.15 0.04 0.313
H -0.367260 0.668392 -2.422341 0.01 0.03 -0.09 0.381
H 2.300675 0.820685 0.353517 0.07 0.04 0.01 0.342
H -1.658671 -0.524771 2.498121 -0.04 0.17 0.04 0.334
H 1.677651 1.534213 -1.157866 0.04 -0.05 -0.13 0.412
C -0.740884 -0.122113 -1.775546 0.21 -0.05 0.19 -1.063
Cl 0.661782 -2.201800 1.899079 0.06 -0.14 0.20 -0.278
H -0.972166 -1.001519 -2.372427 -0.06 -0.03 0.02 0.348
P 0.512135 -0.576939 -0.523918 -0.85 0.68 -0.32 0.423
H -0.239770 0.506251 2.302536 0.13 0.13 0.04 0.320
H 1.435771 -1.286710 -1.451472 -0.90 0.10 1.67 0.152
```
Forces are in eV/Å.

## Properties
E_tot in eV: -26119.0002
F_max in eV/Å: 2.45
Charge: 0
SMILES string: CC(Cl)=[PH](C)C
HOMO-LUMO gap in eV: 7.731
Energy above the lowest of the compared OMol25 structures with the same formula, charge and spin in kJ/mol: 252.5

Entry 3:
DFT (ωB97M-V/def2-TZVPD) results for a structure of composition C26H29BiBrN2O.

XYZ file:
```
60
Properties=species:S:1:pos:R:3:forces:R:3:mulliken_charge:R:1
C -1.535800 -3.021651 -2.310212 0.17 0.08 0.00 0.140
C 4.498247 -2.345728 -0.799913 0.01 0.04 0.00 -0.868
C -3.217853 -5.184529 -1.818133 0.02 -0.09 0.03 -0.581
H -1.255404 4.031517 4.732395 0.00 -0.05 -0.11 0.471
C -0.031550 0.543222 2.120075 0.04 -0.01 0.03 -0.468
H -1.898388 1.518301 -2.878280 0.07 0.05 0.00 0.274
C -0.728830 1.961306 -0.222592 -0.07 0.26 -0.08 -0.354
C -1.336736 3.511633 3.772449 -0.06 0.03 -0.01 -1.629
H -3.152628 2.941258 -1.195914 0.07 0.06 0.00 0.367
H -0.637840 3.658594 1.054578 0.00 -0.13 -0.01 0.287
C -3.724810 -4.002684 -2.330245 -0.07 0.12 -0.05 -0.549
C 5.144303 -3.571662 -0.737014 0.01 -0.05 0.02 -0.473
C -0.987350 2.895803 -1.434247 -0.01 -0.17 0.11 1.788
H -1.178427 2.977354 -3.568749 0.01 -0.05 0.05 0.523
H 1.252282 4.237447 4.303443 -0.02 -0.07 -0.11 0.447
H 0.285065 -0.039514 2.974910 -0.07 0.04 -0.05 0.578
C -1.055908 2.206925 -2.803402 0.05 -0.14 0.02 -1.622
H -2.481446 4.346679 -2.042712 0.02 -0.06 0.07 0.449
H 0.199982 4.573347 -0.652919 0.01 -0.04 -0.05 0.337
C -1.861217 -5.297165 -1.543456 -0.09 -0.30 0.10 -0.493
H -0.620132 1.025867 4.794723 0.08 0.10 0.01 0.433
H 2.510315 -5.621886 -1.360740 0.05 0.04 0.01 0.455
C -2.886690 -2.913747 -2.579995 -0.02 0.03 -0.02 -0.486
C -1.033881 -4.217608 -1.783902 0.23 -0.09 -0.01 0.285
C 3.078145 -4.714758 -1.199720 -0.16 -0.12 -0.04 -0.227
C 0.169556 3.907570 -1.516859 0.02 0.06 0.04 -1.698
C -0.217555 1.916306 2.197732 0.00 0.07 0.07 -0.494
H 0.191426 2.360969 5.621407 0.02 -0.06 -0.10 0.418
N 1.031602 -3.374099 -1.540614 0.78 -0.06 -0.22 0.364
C 2.441183 -3.481806 -1.264508 -0.24 0.10 -0.04 0.765
H 4.943205 -5.706162 -0.893075 -0.02 0.05 0.00 0.388
H -1.508722 4.267259 3.000932 0.01 -0.07 0.06 0.322
H -0.124839 1.669497 -3.028366 -0.13 0.08 0.01 0.126
N 0.337933 -4.386861 -1.448591 -0.62 -0.24 -0.09 -0.366
H 0.054554 4.529595 -2.409964 0.00 -0.05 0.10 0.468
H 6.205843 -3.609318 -0.527987 -0.04 -0.01 -0.02 0.400
C -0.665960 0.558251 -0.242047 0.02 0.18 -0.38 1.072
C 3.140483 -2.300131 -1.069555 -0.06 0.21 -0.02 -0.281
H 1.132937 3.392814 -1.578821 -0.06 0.04 -0.02 0.379
H 2.060662 3.103100 3.205781 -0.06 0.05 0.01 0.353
Bi 0.014819 -1.492598 -2.512297 0.10 0.23 -0.13 1.201
H -3.307041 -1.994953 -2.978845 0.05 -0.12 0.06 0.435
C 1.134530 3.658013 3.381342 0.04 0.07 0.01 -1.562
H 5.047463 -1.427362 -0.634030 -0.03 -0.06 -0.02 0.394
Br 0.031660 -1.963893 0.799169 -0.19 0.16 0.37 -0.165
C 0.175909 1.772410 4.699647 0.04 -0.07 0.04 -2.056
H -4.783698 -3.917322 -2.541383 0.04 -0.01 0.01 0.406
H -1.433463 -6.205810 -1.135287 -0.07 0.05 -0.03 0.483
C 4.434129 -4.751784 -0.937895 0.10 0.01 0.02 -0.588
O -1.027653 -0.168429 -1.336241 -0.09 0.04 0.26 -0.858
C -0.264609 -0.093142 0.917069 0.05 -0.09 0.21 -0.008
H 2.625439 -1.340575 -1.090505 0.08 -0.13 0.01 0.132
H -2.315096 4.206473 -0.288414 0.00 -0.02 -0.05 0.297
H -3.878753 -6.021030 -1.629540 0.04 0.04 -0.01 0.393
H 0.998210 4.364495 2.556673 0.02 -0.07 0.08 0.309
C -0.539680 2.577932 1.015118 0.04 0.11 -0.05 -0.016
H -2.212813 2.858052 3.809797 0.06 0.05 0.01 0.370
C -0.059312 2.701366 3.506860 0.00 -0.05 -0.11 1.804
C -2.312680 3.641948 -1.222680 -0.06 -0.01 0.00 -1.629
H 1.136884 1.250925 4.625549 -0.12 0.04 0.01 0.363
```
Forces are in eV/Å.

## Properties
E_tot in eV: -108335.4856
F_max in eV/Å: 0.81
Charge: +1
HOMO-LUMO gap in eV: 6.301

Entry 4:
DFT (ωB97M-V/def2-TZVPD) results for an isolated molecule of C6H10N2 in a non-equilibrium geometry.

XYZ file:
```
18
Properties=species:S:1:pos:R:3:forces:R:3:mulliken_charge:R:1
H -2.531184 1.102860 -1.007413 0.34 -1.69 0.79 0.227
H -2.713479 -0.804375 -1.177574 0.68 1.10 0.41 0.258
C 0.130788 -1.277609 -0.212357 -0.87 -1.57 -3.94 -0.743
H -0.212941 2.140390 -0.600600 -0.54 -0.18 0.24 0.329
N -2.044079 -0.228698 0.791732 0.13 0.93 0.03 -0.710
H 1.008152 -0.448304 1.347896 0.77 -0.29 -0.02 0.249
H -2.318082 0.566821 1.403386 0.71 -0.62 -0.66 0.260
H -0.057235 1.603854 1.173305 -0.03 0.26 -0.94 0.332
N 2.562624 0.012699 0.173952 2.48 0.77 0.29 -0.574
C 1.339725 -0.649598 0.304191 -1.52 0.66 3.20 -0.062
H -0.272016 -2.265236 0.117340 0.37 1.04 0.71 0.335
H 1.299296 0.655274 -1.399555 0.25 -0.23 0.37 0.175
C -0.817895 -0.049760 -0.040121 -2.66 0.87 -0.38 0.729
C -0.002611 1.324494 0.090689 1.41 -1.34 1.81 -0.655
C -2.239332 0.057305 -0.627722 0.31 -0.07 -0.67 -0.621
H 3.169358 -0.213775 -0.608609 -0.19 0.03 -0.09 0.275
C 1.373507 0.709368 -0.296926 -1.14 -0.18 -1.90 -0.020
H 0.293231 -1.510712 -1.314488 -0.49 0.53 0.77 0.217
```
Forces are in eV/Å.

## Properties
E_tot in eV: -9358.7621
F_max in eV/Å: 4.33
Charge: 0
SMILES string: C1NC12C[C@H]1N[C@@H]1C2
HOMO-LUMO gap in eV: 9.538
Energy above the lowest of the compared OMol25 structures with the same formula, charge and spin in kJ/mol: 547.5

Entry 5:
DFT (ωB97M-V/def2-TZVPD) results for a structure of composition CHIN2OS2 in a non-equilibrium geometry.

XYZ file:
```
8
Properties=species:S:1:pos:R:3:forces:R:3:mulliken_charge:R:1
S -1.404029 -0.849325 0.375274 -4.07 0.83 -0.07 0.274
S -0.847882 2.193618 -0.169034 1.03 0.58 2.68 0.509
H 0.584215 -0.294347 0.578646 0.31 -0.09 -0.03 0.260
I -4.756580 0.056125 0.018278 0.37 -0.25 0.01 0.262
O -1.173251 2.038779 1.244763 0.74 0.77 0.30 -0.467
N -1.877857 1.759803 -1.094860 -3.47 -2.89 -1.10 -0.283
C -2.741813 0.170096 0.115912 3.00 0.90 -1.44 -0.110
N -0.184557 -0.030283 -0.028840 2.09 0.15 -0.34 -0.445
```
Forces are in eV/Å.

## Properties
E_tot in eV: -35845.4608
F_max in eV/Å: 4.65
Charge: 0
HOMO-LUMO gap (spin up / spin down) in eV: 7.709 / 7.708
Energy above the lowest of the compared OMol25 structures with the same formula, charge and spin in kJ/mol: 38.1